Record 1
Molecular formula: ClCrIO8S
Method: DFT, the ωB97M-V functional and the def2-TZVPD basis

Element x y z (Å)
Cr  8.290  -2.099  22.580
S  10.740  -1.233  24.535
O  11.313  -2.527  24.159
O  9.722  -1.047  23.480
O  10.063  -1.250  25.820
O  11.776  -0.207  24.497
I  8.294  -4.507  23.707
Cl  4.455  -1.796  22.163
O  3.705  -1.105  23.245
O  4.305  -3.206  22.138
O  4.353  -1.230  20.790
O  5.793  -1.905  22.583

Summary:
HOMO energy (alpha / beta): -6.27 / -6.37 eV
Charge: -1
2S+1: 6

Results of the Löwdin charge analysis, in e, for atoms 1 through 5: 0.618, 0.247, -0.197, -0.500, -0.204



Record 2
Molecular formula: C24H57BF4N4O5
Method: DFT, the ωB97M-V functional and the def2-TZVPD basis

Element x y z (Å)
C  4.056  -2.803  4.800
C  2.868  -2.517  3.850
C  2.204  -3.768  3.201
N  1.173  -3.473  2.134
C  1.788  -3.393  0.784
C  0.143  -2.427  2.440
C  -1.052  -2.933  1.703
C  -1.017  -4.411  1.577
C  0.348  -4.677  2.133
H  4.440  -1.944  5.331
H  4.966  -3.053  4.199
H  3.796  -3.683  5.682
H  3.044  -1.809  3.037
H  2.032  -1.856  4.308
H  1.691  -4.223  3.969
H  3.136  -4.371  2.778
H  1.169  -3.232  0.042
H  2.434  -4.139  0.639
H  2.431  -2.461  0.877
H  0.390  -1.392  2.084
H  0.043  -2.422  3.516
H  -1.268  -2.334  0.684
H  -2.008  -2.625  2.230
H  -1.091  -4.676  0.465
H  -1.866  -4.838  1.890
H  0.840  -5.437  1.590
H  0.096  -5.061  3.067
B  -0.487  0.340  -0.610
F  -0.263  1.663  -0.675
F  -1.143  0.169  0.731
F  -1.565  0.085  -1.464
F  0.575  -0.484  -0.741
C  2.122  -1.560  -3.577
C  3.196  -2.571  -3.235
N  3.975  -3.365  -2.909
H  2.170  -1.315  -4.726
H  1.191  -2.041  -3.688
H  2.187  -0.734  -3.021
C  -1.852  2.379  -3.561
C  -1.799  3.771  -4.114
N  -1.841  4.863  -4.441
H  -1.021  1.913  -3.311
H  -2.145  2.308  -2.686
H  -2.466  1.661  -4.090
C  -4.656  -1.700  0.200
C  -4.593  -3.141  0.834
N  -4.393  -4.196  1.270
H  -5.737  -1.725  -0.264
H  -4.785  -1.003  0.947
H  -3.845  -1.416  -0.346
C  3.318  3.526  -1.126
C  3.833  4.380  -2.227
O  2.801  5.357  -2.540
H  3.484  4.272  -0.394
H  3.775  2.723  -0.827
H  2.218  3.129  -1.286
H  4.158  3.816  -3.005
H  4.833  4.818  -1.933
H  3.129  5.826  -3.315
C  3.142  1.261  2.744
C  2.181  1.104  1.650
O  2.745  0.241  0.740
H  3.277  0.473  3.483
H  2.878  2.170  3.184
H  4.111  1.441  2.466
H  1.829  2.097  1.089
H  1.224  0.774  1.985
H  1.921  0.036  0.132
C  -0.736  6.727  -0.417
C  -0.609  5.262  -1.035
O  -0.696  4.338  -0.035
H  -0.041  6.496  0.454
H  -1.780  6.874  -0.005
H  -0.419  7.578  -1.104
H  0.356  5.361  -1.560
H  -1.368  5.267  -1.770
H  -0.776  3.459  -0.521
C  -2.548  -3.036  -5.255
C  -2.593  -1.758  -4.434
O  -1.816  -2.046  -3.233
H  -2.885  -2.897  -6.343
H  -3.279  -3.732  -4.784
H  -1.609  -3.417  -5.196
H  -3.604  -1.584  -4.176
H  -2.089  -0.995  -4.854
H  -1.753  -1.259  -2.817
C  -4.480  2.422  2.687
C  -3.438  1.909  1.824
O  -3.203  0.593  2.466
H  -4.078  2.836  3.772
H  -5.317  1.806  2.890
H  -4.997  3.346  2.253
H  -2.721  2.725  2.030
H  -3.798  2.102  0.822
H  -2.182  0.272  1.960

Summary:
HOMO energy: -9.27 eV
Charge: 0

Results of the Löwdin charge analysis, in e, for atoms 1 through 5: -0.103, -0.253, -0.108, -0.231, 0.066



Record 3
Molecular formula: CH6ClPSi2
Method: DFT, the ωB97M-V functional and the def2-TZVPD basis

Element x y z (Å)
C  -1.567  1.031  0.712
Si  -1.159  1.395  -1.097
Si  0.059  -1.880  1.307
P  -1.805  0.588  2.211
Cl  1.362  -3.443  1.091
H  -1.126  -0.051  -1.695
H  -2.044  2.238  -1.806
H  0.085  1.961  -0.871
H  -0.904  -1.994  0.163
H  0.612  -0.622  1.081
H  -0.401  -1.900  2.633

Summary:
HOMO energy (alpha / beta): -6.28 / -9.75 eV
Charge: 0
2S+1: 3

Results of the Löwdin charge analysis, in e, for atoms 1 through 5: -0.791, 0.518, 0.064, 0.686, 0.167



Record 4
Molecular formula: H4OS
Method: DFT, the ωB97M-V functional and the def2-TZVPD basis

Element x y z (Å)
O  -1.269  0.540  -1.715
H  -1.468  1.504  -1.705
H  -1.285  0.274  -0.768
S  1.789  -1.036  1.054
H  0.805  -0.158  0.784
H  1.428  -1.123  2.348

Summary:
HOMO energy: -9.89 eV
Charge: 0
SMILES: O.S

Results of the Löwdin charge analysis, in e, for atoms 1 through 5: -0.089, 0.049, 0.033, 0.473, -0.245



Record 5
Molecular formula: C2H3N3
Method: DFT, the ωB97M-V functional and the def2-TZVPD basis

Element x y z (Å)
C  1.050  -0.109  -0.075
C  0.153  0.857  -0.020
N  -1.141  -0.098  0.082
N  -0.750  -1.346  -0.040
N  0.553  -1.368  -0.115
H  2.101  0.133  -0.175
H  0.189  1.901  0.201
H  -2.154  0.029  0.142

Summary:
HOMO energy: -10.09 eV
Charge: 0
SMILES: c1c[nH]nn1

Results of the Löwdin charge analysis, in e, for atoms 1 through 5: -0.239, 0.017, -0.006, -0.051, -0.028



Record 6
Molecular formula: C5H6N2O
Method: DFT, the ωB97M-V functional and the def2-TZVPD basis

Element x y z (Å)
C  -1.116  -1.594  0.016
C  -3.122  1.394  0.066
C  1.597  0.723  -0.631
C  1.471  0.682  0.908
C  1.092  -0.494  0.023
N  -2.248  -2.089  0.115
N  -0.242  -0.793  -0.170
O  -3.185  2.334  -0.559
H  -2.365  -2.952  -0.360
H  0.921  1.469  -1.258
H  2.573  0.864  -0.890
H  2.377  0.653  1.429
H  0.555  1.180  1.259
H  1.691  -1.378  0.051

Summary:
HOMO energy: -9.12 eV
Charge: 0

Results of the Löwdin charge analysis, in e, for atoms 1 through 5: -0.282, -0.010, -0.113, -0.068, -0.359